[1]
13
Properties=species:S:1:pos:R:3:lowdin_charge:R:1 method="wB97M-V/def2-TZVPD" de_lowest_kj_mol=229.77 energy_ha=-1014.8814 homo_lumo_gap_ev=9.4 lumo_energy_ev=0.796 smiles=ClCC[C@H]1CS1
Cl -2.11 -1.41 -0.19 0.4271
C -1.44 0.13 0.65 -0.4599
C -0.47 0.83 -0.51 -0.2183
C 0.61 -0.15 -0.63 -0.6618
C 1.59 -0.44 0.33 -0.5548
S 0.72 -1.91 -0.07 0.8180
H -0.64 -0.18 1.32 0.0285
H -2.37 0.73 0.95 0.0956
H -0.19 1.80 -0.22 0.0928
H -1.23 0.84 -1.38 0.1222
H 1.19 0.00 -1.46 0.0748
H 2.70 -0.56 0.00 0.0977
H 1.65 0.33 1.22 0.1382

=====

[2]
90
Properties=species:S:1:pos:R:3:lowdin_charge:R:1 method="wB97M-V/def2-TZVPD" energy_ha=-8750.7859 homo_lumo_gap_ev=1.1 charge=+2 lumo_energy_ev=-12.068
C -3.37 -1.64 -2.50 -0.0760
C -2.61 -2.03 -1.19 -0.4034
C -2.08 -3.52 -1.35 -0.0449
C -3.49 -1.97 0.11 -0.1614
B -2.46 -1.76 1.34 -0.6929
Br -2.11 -3.27 2.57 0.8523
C -1.77 -0.30 1.41 -0.1266
C -2.44 0.86 1.91 0.0442
C -1.77 2.12 1.94 -0.0786
N -0.51 2.44 1.59 0.1055
C 0.07 1.34 1.13 -0.2613
C -0.40 0.03 0.97 -0.1626
H -4.20 -2.34 -2.72 0.0986
H -3.70 -0.57 -2.52 0.0821
H -2.62 -1.73 -3.33 0.0856
H -1.71 -1.37 -1.08 0.1034
H -2.20 -3.90 -2.38 0.0916
H -2.60 -4.15 -0.60 0.0807
H -0.99 -3.52 -1.13 0.0560
H -4.11 -2.89 0.27 0.1056
H -4.20 -1.11 0.15 0.1134
H -3.49 0.79 2.25 0.1391
H -2.37 2.98 2.32 0.1181
H 1.14 1.51 0.76 -0.0467
H 0.24 -0.75 0.53 -0.0251
C -1.31 5.97 2.59 -1.0668
Cl -2.92 5.97 1.84 0.5114
Cl -1.02 7.46 3.49 0.5444
H -1.24 5.13 3.27 0.0088
H -0.56 5.88 1.81 0.0150
C 2.00 -5.40 -0.76 -0.1217
O 1.35 -4.29 -1.39 -0.1624
H 1.25 -6.15 -0.52 0.0931
H 2.74 -5.83 -1.44 0.0840
H 2.49 -5.08 0.16 0.0719
H 2.03 -3.63 -1.59 0.0511
Ca 2.66 1.26 -0.54 1.7248
N -6.93 -3.39 2.23 -0.1265
S -7.11 -1.81 2.30 0.5263
O -7.76 -1.28 3.44 -0.1502
O -7.35 -1.13 1.07 -0.1472
F -5.61 -1.39 2.58 -0.1649
S -8.32 -4.14 2.02 0.5215
O -8.25 -5.54 2.28 -0.1763
O -9.11 -3.77 0.89 -0.1605
F -9.19 -3.64 3.23 -0.1080
B -1.17 -7.00 3.44 -1.2239
F 0.15 -6.83 2.97 0.0857
F -2.07 -6.97 2.34 0.0935
F -1.29 -8.23 4.11 0.1506
F -1.50 -5.94 4.32 0.0551
C 9.39 5.40 -0.88 -0.1147
O 8.49 5.62 -1.95 -0.1946
C 8.04 4.40 -2.52 -0.2140
C 6.78 4.63 -3.32 -0.1715
O 5.60 4.70 -2.51 -0.1734
C 5.44 5.90 -1.76 -0.1842
C 5.03 7.09 -2.61 -0.2116
O 6.16 7.65 -3.25 -0.1970
C 5.81 8.45 -4.36 -0.0924
H 10.27 4.85 -1.22 0.0716
H 9.71 6.38 -0.50 0.0970
H 8.90 4.86 -0.07 0.0787
H 7.85 3.66 -1.73 0.1078
H 8.83 4.03 -3.18 0.1351
H 6.63 3.76 -3.97 0.1235
H 6.86 5.50 -3.97 0.1277
H 6.32 6.12 -1.16 0.1252
H 4.62 5.70 -1.06 0.1093
H 4.58 7.86 -1.98 0.1321
H 4.29 6.76 -3.36 0.1269
H 5.31 7.85 -5.13 0.0893
H 6.72 8.86 -4.78 0.0953
H 5.16 9.28 -4.05 0.0928
C -10.30 -6.40 -0.43 0.0431
N -10.42 -7.52 -1.40 -0.4315
O -10.12 -8.63 -1.01 0.1266
O -10.80 -7.24 -2.51 0.1115
H -9.95 -6.79 0.53 0.0911
H -9.59 -5.68 -0.83 0.0936
H -11.29 -5.96 -0.32 0.1148
O -6.04 -4.49 4.39 0.0620
H -5.08 -4.38 4.34 0.0737
H -6.18 -5.45 4.30 0.0944
C 10.85 1.86 1.12 -1.5329
Cl 9.57 1.77 2.34 0.5026
Cl 10.16 1.68 -0.50 0.5117
Cl 11.74 3.38 1.26 0.5555
H 11.54 1.04 1.29 0.0182
Be 0.90 -2.00 2.13 0.6813

=====

[3]
15
Properties=species:S:1:pos:R:3:lowdin_charge:R:1 method="wB97M-V/def2-TZVPD" de_lowest_kj_mol=89.78 energy_ha=-271.4973 homo_lumo_gap_ev=9.6 lumo_energy_ev=1.001 smiles=Cc1ccccc1
C 0.54 -2.13 -0.05 -0.0490
C 0.43 -0.62 -0.10 -0.2799
C -0.07 0.05 -1.22 -0.0660
C -0.78 1.23 -1.06 -0.0988
C -0.99 1.74 0.22 -0.1046
C -0.07 1.36 1.19 -0.0991
C 0.67 0.19 1.02 -0.0660
H 1.48 -2.57 -0.38 0.0735
H 0.35 -2.47 0.98 0.0781
H -0.27 -2.57 -0.65 0.0794
H 0.12 -0.36 -2.22 0.1134
H -1.14 1.81 -1.91 0.1024
H -1.80 2.42 0.44 0.1005
H 0.10 2.03 2.02 0.1027
H 1.43 -0.10 1.73 0.1133

=====

[4]
13
Properties=species:S:1:pos:R:3:lowdin_charge:R:1 method="wB97M-V/def2-TZVPD" de_lowest_kj_mol=201.04 energy_ha=-1089.6551 homo_lumo_gap_ev=8.0 lumo_energy_ev=-0.978
C 1.77 1.07 1.08 0.0865
C 1.79 -0.26 0.91 -0.3643
F 2.47 -1.21 1.65 0.0144
C 1.26 -1.03 -0.19 -0.0780
C 0.12 -0.84 -0.83 -0.2436
C -0.93 0.16 -0.70 -1.1995
S -1.49 1.12 -1.96 0.6102
S -1.67 -0.05 0.85 0.8034
H 1.91 1.59 2.10 0.1042
H 1.31 1.58 0.10 0.1266
H 1.77 -1.84 -0.56 0.0952
H -0.06 -1.26 -1.81 0.1046
H -0.78 -0.95 1.43 -0.0597